Entry 1:
Below is a 9-piece molecular cluster, C38H99N5O14 overall in a non-equilibrium geometry, with properties calculated with the ωB97M-V functional and the def2-TZVPD basis.

Calculated values
**LUMO**: 0.10 eV
**Frontier orbital gap**: 0.3151 hartree
**Energy above the lowest of the compared OMol25 structures with the same formula, charge and spin**: 118.8 kcal/mol
**Maximum force**: 3.44 eV Å⁻¹
**HOMO level**: -8.47 eV
**SMILES string**: COCCNCCOC.COCCNCCOC.COCCNCCOC.COCCNCCOC.COCCNCCOC.CCO.CCO.CCO.CCO

Last column: Mulliken charge in e.
CARTESIAN COORDINATES (ANGSTROEM)
C1 -2.69 -6.80 -0.75  -0.685
O1 -1.39 -6.49 -0.21  -0.319
C2 -0.93 -7.17 0.90  -0.243
C3 0.50 -6.67 1.31  -0.670
N1 1.08 -7.36 2.48  -0.337
C4 1.42 -8.73 2.08  -0.457
C5 1.75 -9.63 3.37  -0.520
O2 1.77 -10.97 3.16  -0.362
C6 2.60 -11.55 2.13  -0.680
H1 -3.40 -6.64 0.07  0.301
H2 -2.80 -7.83 -1.08  0.276
H3 -2.76 -6.11 -1.59  0.225
H4 -0.90 -8.24 0.71  0.293
H5 -1.45 -7.04 1.85  0.220
H6 0.32 -5.62 1.53  0.307
H7 1.29 -6.74 0.56  0.368
H8 0.44 -7.43 3.26  0.289
H9 2.29 -8.55 1.45  0.311
H10 0.64 -9.24 1.52  0.227
H11 1.03 -9.33 4.14  0.309
H12 2.75 -9.44 3.77  0.318
H13 2.41 -12.63 2.10  0.241
H14 3.63 -11.34 2.38  0.315
H15 2.49 -11.22 1.10  0.273
C7 2.31 9.16 -1.91  -0.617
O3 1.31 9.30 -0.90  -0.364
C8 0.20 8.42 -0.93  -0.516
C9 -0.85 8.97 -1.92  -0.442
N2 -1.74 10.02 -1.29  -0.468
C10 -2.84 10.33 -2.32  -0.408
C11 -3.40 11.79 -2.17  -0.615
O4 -4.69 11.91 -2.85  -0.343
C12 -5.20 13.23 -2.96  -0.738
H16 1.84 9.14 -2.89  0.272
H17 2.88 8.26 -1.72  0.265
H18 2.91 10.07 -1.85  0.226
H19 -0.29 8.32 0.04  0.295
H20 0.56 7.45 -1.25  0.340
H21 -1.48 8.13 -2.22  0.373
H22 -0.39 9.40 -2.80  0.298
H23 -2.24 9.48 -0.59  0.287
H24 -3.64 9.59 -2.33  0.332
H25 -2.41 10.37 -3.32  0.250
H26 -2.71 12.61 -2.33  0.357
H27 -3.67 12.04 -1.15  0.365
H28 -5.00 13.67 -3.94  0.270
H29 -4.74 13.95 -2.28  0.332
H30 -6.28 13.24 -2.77  0.250
C13 -12.33 0.52 -6.62  -0.707
O5 -11.28 -0.46 -6.82  -0.341
C14 -10.02 0.14 -6.96  -0.321
C15 -8.92 -0.92 -7.25  -0.744
N3 -8.14 -1.16 -6.07  -0.429
C16 -7.13 -0.06 -5.77  -0.484
C17 -6.65 -0.18 -4.33  -0.693
O6 -7.64 0.43 -3.40  -0.305
C18 -7.33 0.04 -2.07  -0.776
H31 -12.56 1.01 -7.56  0.296
H32 -12.09 1.30 -5.89  0.301
H33 -13.17 -0.08 -6.25  0.240
H34 -9.68 0.80 -6.17  0.321
H35 -10.16 0.76 -7.84  0.356
H36 -8.17 -0.62 -7.97  0.326
H37 -9.36 -1.81 -7.68  0.327
H38 -8.70 -1.36 -5.26  0.286
H39 -7.72 0.86 -5.77  0.268
H40 -6.43 0.01 -6.61  0.356
H41 -5.73 0.39 -4.20  0.418
H42 -6.53 -1.22 -4.00  0.402
H43 -6.51 0.68 -1.76  0.309
H44 -7.02 -0.97 -1.81  0.311
H45 -8.17 0.14 -1.38  0.283
C19 6.38 2.18 2.05  -0.774
O7 7.30 1.53 2.95  -0.303
C20 7.36 2.12 4.30  -0.523
C21 7.82 0.93 5.09  -0.694
N4 9.17 0.50 4.71  -0.253
C22 9.59 -0.79 5.30  -0.609
C23 10.85 -1.20 4.53  -0.547
O8 11.54 -2.27 5.15  -0.305
C24 12.70 -2.75 4.50  -0.711
H46 5.48 2.59 2.51  0.293
H47 6.05 1.56 1.22  0.228
H48 6.93 3.00 1.59  0.297
H49 6.37 2.37 4.68  0.417
H50 8.00 3.00 4.22  0.320
H51 6.99 0.22 5.14  0.320
H52 7.95 1.23 6.13  0.423
H53 9.16 0.47 3.70  0.305
H54 9.04 -1.72 5.33  0.342
H55 9.92 -0.63 6.32  0.285
H56 11.47 -0.30 4.61  0.336
H57 10.53 -1.31 3.49  0.308
H58 13.00 -3.66 5.02  0.259
H59 13.52 -2.02 4.51  0.279
H60 12.45 -3.14 3.52  0.305
C25 -5.74 -5.77 8.73  -0.855
O9 -5.02 -6.19 7.57  -0.362
C26 -5.40 -5.65 6.28  -0.731
C27 -4.19 -5.07 5.56  -0.530
N5 -3.75 -3.77 6.21  -0.385
C28 -2.70 -3.16 5.37  -0.476
C29 -2.28 -1.79 6.09  -0.485
O10 -1.23 -1.05 5.45  -0.346
C30 0.05 -1.64 5.43  -0.626
H61 -5.16 -5.77 9.65  0.300
H62 -6.73 -6.23 8.78  0.367
H63 -6.14 -4.76 8.70  0.342
H64 -6.07 -4.81 6.48  0.338
H65 -5.97 -6.41 5.76  0.422
H66 -4.60 -4.87 4.57  0.405
H67 -3.31 -5.70 5.43  0.401
H68 -3.29 -4.14 7.03  0.228
H69 -3.06 -3.01 4.35  0.317
H70 -1.84 -3.81 5.25  0.286
H71 -1.96 -1.88 7.12  0.319
H72 -3.12 -1.11 6.19  0.312
H73 0.48 -1.70 6.43  0.276
H74 0.71 -1.00 4.84  0.234
H75 0.03 -2.60 4.92  0.247
C31 -0.08 1.14 -1.90  -0.946
C32 0.21 0.05 -0.88  -0.182
O11 -0.86 -0.87 -0.66  -0.521
H76 -0.95 1.71 -1.59  0.284
H77 -0.41 0.68 -2.83  0.280
H78 0.79 1.77 -2.09  0.295
H79 0.45 0.65 0.00  0.209
H80 1.14 -0.47 -1.12  0.279
H81 -0.74 -1.75 -1.01  0.303
C33 -1.21 6.73 -7.32  -0.966
C34 -0.59 5.43 -6.81  -0.252
O12 0.85 5.59 -6.94  -0.527
H82 -1.32 6.77 -8.40  0.314
H83 -0.55 7.48 -6.88  0.283
H84 -2.17 7.02 -6.88  0.339
H85 -0.94 4.54 -7.34  0.233
H86 -0.86 5.28 -5.77  0.275
H87 1.03 5.68 -7.88  0.301
C35 7.41 -3.10 0.37  -1.074
C36 6.28 -3.30 1.42  -0.118
O13 5.74 -4.61 1.32  -0.508
H88 8.07 -2.24 0.49  0.326
H89 7.04 -3.08 -0.65  0.296
H90 8.13 -3.91 0.50  0.300
H91 5.46 -2.59 1.32  0.274
H92 6.70 -3.14 2.42  0.199
H93 4.98 -4.45 1.88  0.305
C37 6.29 1.98 -4.95  -1.076
C38 4.86 2.13 -4.44  -0.114
O14 4.07 1.79 -5.57  -0.511
H94 6.52 0.94 -5.15  0.286
H95 7.14 2.19 -4.31  0.344
H96 6.35 2.55 -5.88  0.265
H97 4.63 3.16 -4.17  0.334
H98 4.67 1.42 -3.63  0.165
H99 3.45 2.51 -5.66  0.306

Entry 2:
Below is a 2-piece molecular cluster, C4H8OS overall in a non-equilibrium geometry, with properties calculated with the ωB97M-V functional and the def2-TZVPD basis.

Calculated values
**LUMO (spin up / spin down)**: -1.89 / -1.89 eV
**Frontier orbital gap (spin up / spin down)**: 0.2729 / 0.2730 hartree
**Energy above the lowest of the compared OMol25 structures with the same formula, charge and spin**: 112.8 kcal/mol
**Maximum force**: 3.86 eV Å⁻¹
**HOMO level (spin up / spin down)**: -9.32 / -9.31 eV

Last column: Mulliken charge in e.
CARTESIAN COORDINATES (ANGSTROEM)
C1 0.84 0.93 0.92  -0.679
C2 0.06 -0.05 0.13  1.257
C3 0.61 -1.38 0.07  -1.440
C4 -1.47 0.11 -0.12  -1.179
O1 0.80 0.94 -0.53  -0.391
S1 0.92 2.26 -2.86  -0.013
H1 0.14 1.70 1.32  0.274
H2 1.76 0.51 1.45  0.273
H3 0.26 -1.90 -0.76  0.355
H4 0.11 -2.02 0.92  0.288
H5 1.71 -1.49 0.08  0.380
H6 -2.21 -0.71 0.24  0.307
H7 -1.56 0.07 -1.23  0.262
H8 -1.98 1.02 0.38  0.306

Entry 3:
Below is an isolated ion of composition C7H15N2Si and charge +1 in a non-equilibrium geometry, with properties calculated with the ωB97M-V functional and the def2-TZVPD basis.

Calculated values
**LUMO**: -2.80 eV
**Net charge**: +1
**Frontier orbital gap**: 0.3978 hartree
**Energy above the lowest of the compared OMol25 structures with the same formula, charge and spin**: 25.2 kcal/mol
**Maximum force**: 5.41 eV Å⁻¹
**HOMO level**: -13.63 eV
**SMILES string**: Cc1[nH]cc([Si](C)(C)C)[nH+]1

Last column: Mulliken charge in e.
CARTESIAN COORDINATES (ANGSTROEM)
C1 0.24 -2.37 2.99  -1.181
C2 0.15 -1.21 2.06  0.374
N1 0.04 0.03 2.56  0.001
C3 0.12 0.91 1.51  -0.227
C4 0.04 0.28 0.36  0.058
Si1 -0.09 0.82 -1.49  0.394
C5 1.53 0.28 -2.33  -0.972
C6 -0.53 2.71 -1.22  -1.186
C7 -1.43 -0.33 -2.15  -0.977
N2 0.20 -1.23 0.77  0.006
H1 -0.35 -2.04 3.98  0.295
H2 -0.05 -3.38 2.68  0.377
H3 1.22 -2.57 3.11  0.336
H4 -0.14 0.21 3.52  0.206
H5 0.13 2.02 1.65  0.292
H6 2.14 1.26 -2.62  0.274
H7 2.12 -0.44 -1.71  0.324
H8 1.38 -0.26 -3.32  0.334
H9 -1.51 2.74 -1.10  0.363
H10 0.09 3.04 -0.39  0.277
H11 -0.36 3.27 -2.07  0.426
H12 -1.26 -1.44 -1.95  0.283
H13 -2.44 -0.34 -1.61  0.333
H14 -1.70 -0.09 -3.23  0.303
H15 0.47 -1.86 0.03  0.290

Entry 4:
Below is C25H36N6PtS as an isolated structure in a non-equilibrium geometry, with properties calculated with the ωB97M-V functional and the def2-TZVPD basis.

Calculated values
**LUMO**: -5.93 eV
**Net charge**: +2
**Frontier orbital gap**: 0.3069 hartree
**Energy above the lowest of the compared OMol25 structures with the same formula, charge and spin**: 0.0 kcal/mol
**Maximum force**: 1.41 eV Å⁻¹
**HOMO level**: -14.28 eV

Last column: Mulliken charge in e.
CARTESIAN COORDINATES (ANGSTROEM)
Pt1 -1.91 -0.70 -0.13  0.495
C1 4.84 0.60 -1.33  -1.592
C2 4.41 -0.27 -0.14  1.886
C3 4.78 0.44 1.17  -1.503
C4 5.15 -1.60 -0.21  -2.068
C5 2.90 -0.45 -0.16  0.510
C6 2.28 -1.69 -0.16  -0.570
C7 0.90 -1.79 -0.14  0.204
N1 0.11 -0.71 -0.11  -0.415
C8 0.69 0.51 -0.12  -0.635
C9 2.06 0.66 -0.16  -0.027
C10 -0.27 1.63 -0.13  -0.159
C11 0.06 2.94 0.11  0.234
C12 -0.89 3.95 0.01  0.580
C13 -2.18 3.55 -0.34  -0.635
C14 -2.46 2.22 -0.54  -0.809
N2 -1.54 1.26 -0.44  -0.741
C15 -0.50 5.41 0.21  1.937
C16 0.34 5.56 1.49  -1.641
C17 -1.72 6.32 0.31  -2.016
C18 0.34 5.82 -1.01  -1.522
H1 5.92 0.71 -1.32  0.462
H2 4.41 1.61 -1.29  0.324
H3 4.56 0.14 -2.28  0.385
H4 5.86 0.57 1.22  0.439
H5 4.48 -0.15 2.04  0.396
H6 4.32 1.43 1.25  0.332
H7 6.22 -1.42 -0.18  0.419
H8 4.93 -2.14 -1.13  0.425
H9 4.91 -2.24 0.64  0.422
H10 2.86 -2.61 -0.19  0.570
H11 0.41 -2.75 -0.15  -0.235
H12 2.48 1.66 -0.20  0.441
H13 1.08 3.18 0.40  0.359
H14 -2.97 4.27 -0.46  0.460
H15 -3.46 1.90 -0.81  0.764
H16 -0.20 5.21 2.37  0.387
H17 0.58 6.61 1.64  0.466
H18 1.29 5.02 1.43  0.361
H19 -2.38 6.02 1.13  0.454
H20 -2.29 6.34 -0.62  0.409
H21 -1.39 7.33 0.51  0.427
H22 1.27 5.25 -1.08  0.353
H23 0.59 6.87 -0.94  0.428
H24 -0.22 5.67 -1.94  0.395
N3 -4.77 -1.29 -0.83  0.226
C19 -6.04 -0.90 -0.67  -0.076
C20 -6.05 0.12 0.25  -0.820
C21 -4.71 0.30 0.60  -0.294
N4 -3.94 -0.57 -0.06  -0.268
H25 -4.40 -2.03 -1.40  0.146
H26 -6.85 -1.38 -1.21  0.476
H27 -6.90 0.66 0.62  0.421
H28 -4.28 0.98 1.31  0.612
S1 -2.24 -3.02 -0.44  -0.587
C22 -1.36 -4.46 -0.06  0.278
N5 -1.17 -4.86 1.19  -0.023
C23 -0.58 -6.16 1.54  -0.559
C24 -0.84 -7.14 0.41  -0.594
C25 -0.32 -6.53 -0.89  -0.541
N6 -0.92 -5.20 -1.06  -0.069
H29 -1.55 -4.27 1.92  0.252
H30 -1.04 -6.50 2.47  0.387
H31 0.49 -6.04 1.72  0.287
H32 -1.91 -7.32 0.32  0.311
H33 -0.35 -8.09 0.61  0.352
H34 -0.59 -7.14 -1.75  0.386
H35 0.76 -6.44 -0.86  0.286
H36 -1.08 -4.85 -1.99  0.254

What did the third record say?
Below is an isolated ion of composition C7H15N2Si and charge +1 in a non-equilibrium geometry, with properties calculated with the ωB97M-V functional and the def2-TZVPD basis.

Calculated values
**LUMO**: -2.80 eV
**Net charge**: +1
**Frontier orbital gap**: 0.3978 hartree
**Energy above the lowest of the compared OMol25 structures with the same formula, charge and spin**: 25.2 kcal/mol
**Maximum force**: 5.41 eV Å⁻¹
**HOMO level**: -13.63 eV
**SMILES string**: Cc1[nH]cc([Si](C)(C)C)[nH+]1

Last column: Mulliken charge in e.
CARTESIAN COORDINATES (ANGSTROEM)
C1 0.24 -2.37 2.99  -1.181
C2 0.15 -1.21 2.06  0.374
N1 0.04 0.03 2.56  0.001
C3 0.12 0.91 1.51  -0.227
C4 0.04 0.28 0.36  0.058
Si1 -0.09 0.82 -1.49  0.394
C5 1.53 0.28 -2.33  -0.972
C6 -0.53 2.71 -1.22  -1.186
C7 -1.43 -0.33 -2.15  -0.977
N2 0.20 -1.23 0.77  0.006
H1 -0.35 -2.04 3.98  0.295
H2 -0.05 -3.38 2.68  0.377
H3 1.22 -2.57 3.11  0.336
H4 -0.14 0.21 3.52  0.206
H5 0.13 2.02 1.65  0.292
H6 2.14 1.26 -2.62  0.274
H7 2.12 -0.44 -1.71  0.324
H8 1.38 -0.26 -3.32  0.334
H9 -1.51 2.74 -1.10  0.363
H10 0.09 3.04 -0.39  0.277
H11 -0.36 3.27 -2.07  0.426
H12 -1.26 -1.44 -1.95  0.283
H13 -2.44 -0.34 -1.61  0.333
H14 -1.70 -0.09 -3.23  0.303
H15 0.47 -1.86 0.03  0.290